{
  "formula": "C4H12N2O",
  "method": "ωB97M-V/def2-TZVPD",
  "homo_energy_ev": -9.70,
  "orbital_gap_ev": 10.5,
  "e_tot_ha": -344.23845,
  "relative_energy_kcal_mol": 92.0,
  "species": ["C", "C", "C", "C", "H", "H", "H", "H", "H", "H", "H", "H", "H", "H", "H", "H", "N", "N", "O"],
  "coordinates": [[-1.0866, -1.4722, 1.5360], [1.6356, -0.5397, -1.0028], [0.8981, 0.7399, -0.7796], [-0.9524, 2.2404, -1.0770], [0.7920, -0.8278, 1.7112], [0.2393, -1.7900, 2.8750], [-1.3799, -2.5058, 1.8523], [-1.7065, -0.8352, 2.0248], [-1.1372, -1.2863, 0.3883], [2.7739, -0.3311, -1.4357], [0.9147, -1.2880, -1.8000], [1.4140, -0.9827, 0.2728], [-0.4692, 0.6176, -2.3694], [-1.1325, 1.9497, -0.0189], [-0.4689, 3.1680, -0.9112], [-1.7654, 2.3212, -1.8100], [0.3834, -1.7328, 1.8882], [0.0146, 1.2554, -1.6367], [1.0331, 1.2995, 0.2925]],
  "forces_ev_per_a": [[2.5247, -4.6536, -3.4135], [-1.0505, -2.6437, 0.1019], [0.2665, -0.2228, 0.6860], [0.7786, -1.2465, 0.2106], [0.6975, 0.4900, 0.6956], [1.0188, -0.1668, 1.0740], [-1.0887, 0.7707, -1.1593], [-1.0558, 2.5816, 1.7935], [-0.2395, -0.5957, 1.9859], [-3.1127, -0.9510, 1.5022], [2.6017, 2.1052, 2.3106], [1.8184, 0.6221, -4.8562], [1.7360, 1.4001, 1.7828], [-0.8425, -0.1823, -0.8218], [0.5060, 1.1381, -0.4290], [-0.0234, 0.0356, 0.7734], [-2.0838, 1.7704, -0.4574], [-2.9537, -0.9016, -2.8103], [0.5022, 0.6504, 1.0310]]
}